Computed, not measured: C20H24N2O3 in the gas phase, with ωB97M-V with the def2-TZVPD basis set.

The geometry in XYZ format:
```
49
Properties=species:S:1:pos:R:3:forces:R:3:lowdin_charge:R:1
C -3.075370 -2.666069 -1.507151 0.08 -0.08 -0.36 -0.057
H -3.947668 -2.954189 -2.103819 0.04 0.02 0.05 0.098
H -2.615103 -1.781866 -1.955416 0.01 -0.06 0.00 0.089
H -2.356144 -3.482944 -1.493827 -0.02 0.04 -0.07 0.096
O -3.443108 -2.448009 -0.158573 -0.33 0.30 0.46 -0.113
C -4.270417 -1.361781 0.059177 -0.06 0.12 0.00 -0.239
C -5.581411 -1.598659 0.453966 0.06 -0.16 -0.02 -0.012
C -6.416373 -0.531633 0.720090 0.14 -0.12 -0.07 -0.071
C -5.964714 0.770672 0.599734 0.05 0.38 -0.02 -0.020
C -4.651649 1.020884 0.211395 -0.02 -0.22 0.04 -0.213
C -3.795001 -0.056625 -0.063869 -0.04 -0.03 -0.16 0.002
C -2.391114 0.221528 -0.526578 -0.09 -0.16 0.24 -0.427
O -2.144188 0.918297 -1.488828 0.08 0.04 -0.10 0.090
N -1.469824 -0.410902 0.247871 -0.08 -0.09 0.32 0.147
C -0.076112 -0.438314 0.111645 0.35 0.05 -0.18 -0.224
C 0.614002 0.309808 -0.835216 -0.24 0.02 -0.01 -0.005
C 1.990364 0.246018 -0.909913 0.25 -0.12 0.12 -0.012
C 2.736232 -0.568401 -0.050651 -0.35 -0.07 -0.07 -0.233
C 2.024895 -1.329297 0.887430 0.06 0.06 0.02 -0.026
C 0.651592 -1.258580 0.969890 -0.12 0.15 -0.11 -0.026
H 0.130512 -1.859922 1.702793 -0.04 -0.07 0.08 0.112
H 2.550685 -2.003096 1.546333 0.05 -0.06 0.03 0.105
N 4.107924 -0.682826 -0.135346 0.19 0.00 -0.02 -0.117
C 4.909850 -0.881085 1.055893 0.21 -0.23 0.15 -0.170
H 5.354361 -1.886817 1.049466 -0.05 0.05 0.15 0.121
C 6.018034 0.180465 1.161565 -0.16 0.12 0.03 -0.180
C 5.512412 1.493315 0.570663 0.15 -0.05 -0.03 -0.192
C 5.303441 1.328722 -0.938599 -0.11 -0.09 0.06 -0.169
C 4.853598 -0.114840 -1.230078 0.04 0.18 -0.16 -0.173
H 5.735761 -0.748997 -1.373026 -0.05 0.04 -0.09 0.122
H 4.262834 -0.171783 -2.144409 0.08 -0.07 0.00 0.116
H 4.556735 2.044184 -1.284521 0.02 0.03 -0.08 0.099
H 6.232247 1.529284 -1.475169 0.02 0.04 -0.05 0.107
H 6.216960 2.301703 0.769730 -0.07 0.05 0.04 0.107
H 4.564138 1.750443 1.048048 -0.01 0.06 0.03 0.115
H 6.291705 0.309560 2.209407 0.07 -0.07 -0.01 0.109
H 6.911949 -0.137747 0.622268 0.07 -0.03 0.03 0.108
H 4.262257 -0.800110 1.930901 0.04 -0.03 -0.05 0.111
H 2.483767 0.857608 -1.647896 0.09 0.07 -0.07 0.098
H 0.067595 0.949732 -1.507372 -0.02 0.02 -0.02 0.101
H -1.830613 -1.017425 0.972270 -0.07 0.16 -0.19 0.146
O -4.098843 2.252009 0.115900 0.10 -0.32 -0.05 -0.062
C -4.910740 3.381726 0.320927 -0.15 0.20 0.07 -0.075
H -5.746533 3.411026 -0.385012 0.03 -0.02 0.03 0.099
H -4.263631 4.239757 0.147087 -0.09 -0.03 0.02 0.096
H -5.295986 3.420323 1.345687 0.00 -0.01 -0.06 0.096
H -6.639311 1.583765 0.813899 -0.02 0.10 0.03 0.102
H -7.436714 -0.711895 1.023515 -0.08 -0.01 0.03 0.107
H -5.923260 -2.617020 0.547721 -0.02 -0.12 -0.01 0.117
```
Forces are in eV/Å.

Its energy is -1111.73468 hartree. The energy relative to the best compared isomer or geometry (same formula, charge and spin) comes out at 58.5 kcal per mole. The structure (SMILES) is COc1cccc(OC)c1C(=O)Nc1ccc(N2CCCCC2)cc1. The calculation puts the LUMO energy at 0.9 eV. The molecular weight comes out at 340.42 g/mol.